No. 1
The following is a DFT calculation (wB97M-V/def2-TZVPD) of C39H34BeClN3O5P2 as an isolated structure.

Its energy above the lowest of the compared OMol25 structures with the same formula, charge and spin is 44.6 kcal/mol.

XYZ file:
```
85
Properties=species:S:1:pos:R:3:mulliken_charge:R:1
Be -0.92288 -1.42368 -1.20485 0.031
N 0.55590 2.43439 -0.00655 0.329
P 2.27860 2.67562 -0.12728 -0.160
C 2.22613 4.35489 -0.95714 0.195
C 1.43159 4.50582 -2.09663 -0.404
C 1.08656 5.76663 -2.48013 -0.278
C 1.51867 6.88691 -1.69488 -0.700
C 2.60968 6.67021 -0.79042 -0.382
C 2.96684 5.38270 -0.41908 -0.676
C 2.88542 2.95038 1.55801 0.794
C 3.64998 2.06572 2.33306 -0.610
C 3.68312 2.09070 3.70983 -0.376
C 3.12937 3.18665 4.34794 -0.503
C 2.38938 4.09257 3.62052 -0.673
C 2.29411 4.02682 2.21125 -0.396
P -0.50687 0.96469 -0.09135 -0.181
C -1.87690 1.70669 -1.03738 0.131
C -1.58719 2.34386 -2.28154 -0.180
C -2.61112 3.00826 -2.94835 -0.790
C -3.84094 3.15021 -2.33809 -0.432
C -4.16952 2.40290 -1.18686 -0.805
C -3.19935 1.63252 -0.62046 -0.282
C -1.15813 0.66014 1.56639 0.157
C -1.27198 -0.64946 2.10501 0.136
C -1.66241 -0.78167 3.42358 -0.689
C -1.92135 0.37264 4.16275 -0.461
C -1.60583 1.65978 3.71943 -1.096
C -1.42323 1.79206 2.30205 -0.056
H -0.02001 3.24880 -0.25099 0.432
H 1.01065 3.60792 -2.56499 0.456
H 0.46235 5.93377 -3.42492 0.305
H 1.03293 7.86076 -1.92417 0.353
H 3.05406 7.52343 -0.25779 0.360
H 3.66557 5.22903 0.35364 0.632
H 4.19001 1.26660 1.82502 0.372
H 4.29138 1.29948 4.20241 0.376
H 3.26133 3.36630 5.41968 0.348
H 1.80665 4.82570 4.08400 0.448
H 1.74857 4.75895 1.60672 0.345
H -0.58714 2.20010 -2.72775 0.597
H -2.45225 3.38424 -3.95381 0.453
H -4.49655 3.95917 -2.77563 0.304
H -5.24051 2.41447 -0.91827 0.371
H -3.49681 0.92217 0.17529 0.400
H -0.97754 -1.59049 1.56965 0.026
H -1.82190 -1.73822 3.88560 0.450
H -2.22161 0.20448 5.18072 0.376
H -1.73494 2.48206 4.34710 0.487
H -1.44501 2.79062 1.89999 0.349
O 0.06246 -0.89731 -2.32726 -0.240
N 1.29732 -1.36483 -2.20414 -0.340
N 1.26368 -2.35449 -1.29136 0.774
O 0.16968 -2.54493 -0.58047 -0.160
C 2.46718 -2.89382 -1.04769 0.113
C 2.65714 -3.71984 0.02951 0.208
C 3.95969 -3.98856 0.47764 -0.744
C 5.03276 -3.38359 -0.13355 -0.461
C 4.84683 -2.56188 -1.24390 -0.564
C 3.60535 -2.30656 -1.73875 -0.362
H 1.74352 -4.10349 0.48841 0.369
H 4.05833 -4.61456 1.35905 0.383
H 6.01452 -3.55053 0.37974 0.318
H 5.66404 -2.04016 -1.69493 0.427
H 3.54454 -1.78844 -2.74486 0.342
C -2.69334 -4.52873 1.21938 -1.514
C -2.17438 -5.10074 -0.07294 1.380
C -0.91014 -5.70252 -0.13335 -0.713
C -0.49500 -6.24815 -1.35901 0.687
Cl 0.97645 -7.09998 -1.35600 -0.232
C -1.22570 -6.08692 -2.52351 -1.000
C -2.50443 -5.59999 -2.45389 -0.255
C -3.00227 -5.10294 -1.26937 -0.106
O -4.22389 -4.52374 -1.30558 -0.545
C -4.33195 -2.99954 -1.06143 -0.564
C -3.14353 -2.23954 -1.63817 0.755
O -2.99725 -2.17356 -2.82819 -0.602
O -2.41017 -1.62509 -0.74781 0.015
H -2.28102 -5.23094 2.00198 0.515
H -3.79995 -4.63673 1.44120 0.314
H -2.32212 -3.57089 1.51290 -0.048
H -0.20630 -5.71225 0.67613 0.382
H -0.78459 -6.52937 -3.39295 0.496
H -3.16551 -5.55167 -3.29209 0.477
H -4.47414 -2.77257 -0.00400 0.211
H -5.19474 -2.72941 -1.67105 0.403
```

No. 2
The following is a DFT calculation (wB97M-V/def2-TZVPD) of C24H40AlBO12 as an isolated structure.

Its net charge is +2. For the total energy, the calculation gives -57359.676 eV.

XYZ file:
```
78
Properties=species:S:1:pos:R:3:mulliken_charge:R:1
Al -0.82358 0.26216 -0.68891 1.753
B 1.22388 -0.80035 1.27537 0.985
H 1.79906 -1.42350 2.05389 0.035
H 0.24097 -0.45583 1.79100 -0.366
H 1.73117 0.16363 0.91863 -0.378
H 1.01361 -1.49594 0.36451 -0.266
O 1.40782 1.89209 -0.73507 -0.332
C 2.54222 2.25850 -0.88235 0.143
O 3.50272 1.46385 -1.38744 -0.174
C 4.71006 2.19290 -1.77793 -0.471
C 4.52168 3.56912 -1.08125 -0.618
C 3.08879 3.67828 -0.68354 -0.333
H 4.76268 2.23482 -2.86227 0.319
H 5.61257 1.75433 -1.36037 0.320
H 4.67541 4.29861 -1.87549 0.263
H 5.18318 3.60137 -0.22070 0.346
H 2.49657 4.42219 -1.21501 0.398
H 2.92386 3.93301 0.36551 0.184
O -2.50589 1.27577 -2.75500 -0.584
C -3.56022 1.71591 -3.17014 0.337
O -4.38144 0.89750 -3.84896 -0.287
C -5.30991 1.72254 -4.59304 -0.452
C -5.47110 2.99297 -3.79645 -0.470
C -4.04857 3.12710 -3.23462 -0.344
H -6.22504 1.19476 -4.86192 0.326
H -4.84653 1.77950 -5.58325 0.273
H -6.21861 2.85456 -3.01646 0.272
H -5.78091 3.79460 -4.46331 0.318
H -3.90220 3.67965 -2.30899 0.348
H -3.47909 3.66572 -3.99733 0.280
O -1.04135 -2.56593 -0.76302 -0.400
C -0.96354 -3.73875 -1.04725 0.222
O -2.10419 -4.44032 -1.27240 -0.387
C -1.83110 -5.86375 -1.26841 -0.330
C -0.34426 -6.05399 -1.25428 -0.788
C 0.23098 -4.64835 -1.09413 0.100
H -2.40742 -6.35979 -2.04140 0.377
H -2.06737 -6.25477 -0.27641 0.228
H 0.08516 -6.46504 -2.16745 0.288
H 0.05085 -6.64478 -0.42968 0.313
H 0.63637 -4.43050 -2.08595 0.075
H 0.87329 -4.47903 -0.23494 0.360
O -0.78486 1.96023 1.55056 -0.473
C -0.41002 2.61261 2.50800 0.213
O -0.90226 3.78059 2.77932 -0.389
C -0.23089 4.51524 3.83835 -0.420
C 0.52617 3.39799 4.55991 -0.753
C 0.68683 2.27739 3.51134 0.170
H -0.95348 5.09209 4.40569 0.331
H 0.44954 5.18642 3.31336 0.244
H -0.04703 3.21083 5.46665 0.279
H 1.50370 3.77510 4.85988 0.333
H 0.53846 1.30202 3.96643 0.123
H 1.60724 2.27035 2.92703 0.332
O 1.35174 -0.98464 -1.98603 -0.335
C 2.31635 -1.71757 -2.11180 0.404
O 2.55954 -2.33204 -3.25431 -0.374
C 3.91875 -2.81256 -3.29010 -0.525
C 4.62798 -2.03380 -2.16474 -0.534
C 3.49431 -1.77644 -1.18272 -0.148
H 4.35865 -2.63037 -4.26681 0.341
H 3.92010 -3.88659 -3.10203 0.296
H 5.00785 -1.07703 -2.51954 0.170
H 5.33357 -2.67762 -1.64512 0.382
H 3.43395 -0.93322 -0.50000 0.080
H 3.45026 -2.64009 -0.51104 0.387
O -2.22853 -0.72360 1.59203 -0.297
C -2.45311 -0.90098 2.75941 0.200
O -3.42449 -1.69339 3.21530 -0.409
C -3.71265 -1.61626 4.59498 -0.414
C -2.41420 -1.07490 5.16114 -0.819
C -1.73315 -0.33834 4.02843 0.257
H -4.08623 -2.55102 5.00688 0.364
H -4.55458 -0.92349 4.68828 0.247
H -1.78918 -1.92644 5.43805 0.297
H -2.64560 -0.56523 6.09600 0.363
H -0.68530 -0.58080 3.87574 0.061
H -2.03002 0.71074 3.95767 0.136
```

No. 3
The following is a DFT calculation (wB97M-V/def2-TZVPD) of C3H4N4O as an isolated structure.

Its energy above the lowest of the compared OMol25 structures with the same formula, charge and spin is 107.2 kcal/mol.

XYZ file:
```
12
Properties=species:S:1:pos:R:3:mulliken_charge:R:1
C 1.21824 -0.35312 0.02469 0.280
C -0.19872 1.48377 -0.03131 -0.039
C -1.34212 -0.30934 -0.10600 0.542
H 2.77776 -1.77305 -0.04772 0.247
H 1.83066 1.67152 1.20296 0.425
H -0.13359 2.59755 -0.40402 0.287
H 0.01928 -2.00946 -0.30004 0.369
N 2.42627 -0.71445 0.04275 -0.608
N 1.14939 0.97106 0.32422 -0.291
N -1.39619 1.04297 -0.35930 -0.353
N 0.01823 -0.87960 -0.60985 -0.312
O -2.24280 -1.04428 0.55497 -0.550
```

Calculated values (eV/A) of strongest force on any atom for the records, taken in order: 5.566; 2.695; 8.178.